# 1
CH3ClN2O2 | ωB97M-V/def2-TZVPD

Last column: natural (NBO) charge in e.
Atoms and positions in Å:
C  -0.340  -0.045  0.687  0.81
N  -1.182  -1.013  0.510  -0.81
N  1.219  -0.045  -0.832  -0.20
O  0.058  0.866  1.376  -0.56
O  1.614  1.189  -0.538  -0.57
Cl  0.289  -0.031  -2.333  -0.04
H  -1.033  -1.452  -0.404  0.46
H  -1.874  -1.073  1.176  0.42
H  1.250  1.604  0.357  0.48

The energy above the lowest of the compared OMol25 structures with the same formula, charge and spin comes out at 2.1187 eV. For the HOMO energy (alpha / beta), the calculation gives -8.34 / -8.35 eV. The value obtained for the calculated total energy is -759.93358 Eh. The LUMO energy (alpha / beta) is 0.0059 / 0.0059 Ha. As for the orbital gap (alpha / beta): 8.504 / 8.507 eV.

# 2
CH3ClN2O2 | ωB97M-V/def2-TZVPD

Last column: natural (NBO) charge in e.
Atoms and positions in Å:
C  0.307  0.435  0.486  -0.10
N  -1.141  -0.955  -0.481  -0.59
N  -0.402  1.592  0.116  0.45
O  -0.081  2.169  -0.865  -0.40
O  -1.491  1.733  0.665  -0.39
Cl  -2.668  -0.311  -0.127  0.24
H  0.016  0.096  1.421  0.23
H  1.012  0.150  -0.180  0.21
H  -0.843  -0.568  -1.400  0.35

The energy above the lowest of the compared OMol25 structures with the same formula, charge and spin comes out at 4.9160 eV. For the HOMO energy (alpha / beta), the calculation gives -9.94 / -9.96 eV. The value obtained for the calculated total energy is -759.83078 Eh. The LUMO energy (alpha / beta) is -0.0572 / -0.0621 Ha. As for the orbital gap (alpha / beta): 8.387 / 8.272 eV.

# 3
CH3ClN2O2 | ωB97M-V/def2-TZVPD

Last column: natural (NBO) charge in e.
Atoms and positions in Å:
C  -1.055  0.356  0.100  -0.45
N  0.239  0.216  -0.417  -0.17
Cl  1.347  1.827  -0.117  0.06
N  1.033  -0.897  -0.166  0.61
O  0.408  -1.979  -0.140  -0.42
O  2.198  -0.775  -0.078  -0.32
H  -1.618  -0.431  -0.189  0.24
H  -1.121  0.325  1.203  0.20
H  -1.432  1.358  -0.196  0.24

The energy above the lowest of the compared OMol25 structures with the same formula, charge and spin comes out at 3.1966 eV. For the HOMO energy, the calculation gives -10.88 eV. The value obtained for the calculated total energy is -759.89396 Eh. The LUMO energy is -0.0545 Ha. As for the orbital gap: 9.399 eV.

# 4
CH3ClNO2S | ωB97M-V/def2-TZVPD

Last column: Löwdin spin population.
Atoms and positions in Å:
C  1.822  -0.851  0.804  1.41
N  -1.141  -0.781  -0.553  0.02
O  -0.280  1.525  -1.135  0.03
O  -1.702  1.209  0.896  0.04
S  -0.530  0.765  0.110  0.07
Cl  3.021  -0.183  -0.185  0.33
H  1.966  -0.507  1.762  0.11
H  -1.098  -0.466  -1.494  0.00
H  -2.059  -0.711  -0.204  0.00

The energy above the lowest of the compared OMol25 structures with the same formula, charge and spin comes out at 0.0000 eV. As for the expectation value of S²: 2.009. For the HOMO energy (alpha / beta), the calculation gives -3.24 / -3.57 eV. The charge is -1. The value obtained for the calculated total energy is -1103.40503 Eh. The LUMO energy (alpha / beta) is 0.1301 / 0.0973 Ha. The spin multiplicity is 3. As for the orbital gap (alpha / beta): 6.776 / 6.214 eV.